A molecular structure, C23H50N2O22S3 in a non-equilibrium geometry. Source: the OMol25 dataset; level of theory: ωB97M-V with the def2-TZVPD basis set.

Each line ends with the Mulliken charge.
Cartesian coordinates (Å):
C -1.751 -1.800 -7.325  -0.826
N -0.967 -1.187 -6.114  0.545
C 0.511 -1.618 -6.260  -0.864
C -1.121 0.245 -6.020  -0.858
C -1.518 -1.841 -4.889  -1.025
C -1.208 -1.280 -3.478  0.368
O -1.770 -2.137 -2.456  -0.540
H -1.449 -2.823 -7.521  0.357
H -1.560 -1.280 -8.410  0.311
H -2.878 -1.640 -7.346  0.364
H 1.023 -1.577 -5.220  0.213
H 1.033 -1.142 -7.048  0.439
H 0.499 -2.597 -6.532  0.418
H -0.799 0.820 -6.823  0.400
H -0.371 0.637 -5.352  0.144
H -2.155 0.656 -5.797  0.357
H -1.067 -2.842 -4.782  0.309
H -2.620 -1.769 -4.926  0.300
H -1.686 -0.301 -3.353  0.398
H -0.009 -1.353 -3.342  -0.144
H -1.918 -1.537 -1.634  0.245
N -1.099 0.125 0.399  0.687
O -0.616 -0.212 1.524  -0.497
O -0.472 0.771 -0.360  -0.311
O -2.045 -0.515 -0.063  -0.825
O -4.656 3.517 -0.046  -0.618
S -4.063 4.585 0.570  1.158
O -3.681 4.546 1.945  -0.620
O -2.714 4.840 -0.320  -0.318
C -1.772 3.786 -0.231  -0.333
C -0.390 4.418 -0.436  -0.825
C -4.986 6.039 0.414  -0.797
H -1.870 3.100 -1.055  0.231
H -1.698 3.267 0.655  0.556
H -0.338 5.172 0.394  0.348
H -0.376 4.843 -1.383  0.410
H 0.215 3.548 -0.486  -0.095
H -5.132 6.152 -0.714  0.291
H -4.092 6.839 1.036  0.273
H -5.882 6.033 1.103  0.348
O -0.385 -0.229 8.152  -0.684
S -1.079 -1.542 8.133  1.171
O -2.492 -1.545 8.066  -0.612
O -0.431 -2.177 6.788  -0.274
C -0.603 -1.576 5.463  -0.810
C 0.463 -2.378 4.517  -0.550
C -0.461 -2.502 9.377  -0.837
H -0.393 -0.611 5.549  0.607
H -1.531 -1.509 4.995  0.507
H 0.534 -1.717 3.232  -0.113
H 0.043 -3.379 4.071  0.142
H 1.500 -2.477 4.861  0.479
H -1.232 -3.547 9.360  0.295
H -0.660 -1.933 10.356  0.333
H 0.573 -2.631 9.338  0.341
O 1.898 2.892 2.090  -0.590
S 2.824 2.378 1.182  1.184
O 2.951 2.954 -0.107  -0.542
O 4.269 2.730 1.831  -0.344
C 4.822 3.980 1.537  -0.225
C 6.010 4.437 2.505  -1.121
C 2.842 0.611 1.074  -0.624
H 4.011 4.641 1.485  0.437
H 5.275 3.941 0.483  0.173
H 6.749 3.589 2.273  0.260
H 5.781 4.416 3.498  0.366
H 6.617 5.417 2.292  0.294
H 2.683 0.051 2.043  0.378
H 3.706 0.166 0.598  0.549
H 2.031 0.328 0.447  -0.202
C 2.203 2.778 -3.150  -0.144
C 2.154 1.330 -2.593  0.420
O 2.335 0.694 -3.897  -0.334
C 2.382 1.510 -4.867  0.662
O 2.355 1.131 -6.063  -0.660
O 2.344 2.743 -4.545  -0.280
H 2.953 3.301 -2.618  0.397
H 1.282 3.194 -2.747  0.132
H 1.397 1.060 -2.004  -0.349
H 2.842 1.042 -1.853  0.273
C -2.774 -3.909 0.948  -0.112
C -2.097 -3.284 2.259  0.520
O -2.083 -4.366 3.113  -0.334
C -2.575 -5.491 2.499  0.567
O -2.666 -6.598 3.134  -0.685
O -2.713 -5.311 1.355  -0.255
H -2.131 -3.729 0.088  0.077
H -3.718 -3.544 0.697  0.323
H -2.533 -2.330 2.646  0.331
H -0.933 -2.933 2.036  -0.451
C 1.892 -2.785 0.609  0.947
C 0.929 -3.049 -0.551  -0.199
O 0.584 -4.319 -0.486  -0.419
C 1.091 -4.934 0.609  0.572
O 0.945 -6.101 0.980  -0.561
O 1.889 -4.027 1.286  -0.375
H 1.282 -2.129 1.194  -0.550
H 2.726 -2.152 0.139  0.113
H 1.495 -2.983 -1.361  0.731
H 0.280 -2.076 -0.664  -0.326

Its charge is 0. Its energy above the lowest of the compared OMol25 structures with the same formula, charge and spin is 76.6 kcal/mol. The total energy comes out at -105174.0207 eV. Its spin multiplicity is 1. The calculation puts the orbital gap at 0.30200 hartree.